No. 1
A single C2H4S2 molecule at a distorted geometry. Source: OMol25; level of theory: the ωB97M-V functional and the def2-TZVPD basis.

Cartesian coordinates (Å):
C (0.8322, 0.1556, 0.2083)
C (-0.1332, -0.6481, -0.5747)
S (0.9909, -1.7513, 0.0489)
S (-2.2098, -0.5652, 0.0549)
H (1.4461, 0.7599, -0.2648)
H (0.4630, 0.3945, 1.1475)
H (-0.2298, -0.5161, -1.6246)
H (-2.2795, -1.5192, -0.8291)

Results
- charge = 0
- largest force on an atom (eV/Å) = 5.80
- orbital gap (eV) = 9.4
- SMILES string = S[C@H]1CS1
- relative energy (zero: lowest compared OMol25 entry of this formula, charge and spin) (kcal/mol) = 39.8
- LUMO (eV) = 0.31
- highest occupied orbital energy (Ha) = -0.3347

Löwdin atomic charge list, values in e, 6 entries:
1 C -0.313
2 C -0.894
3 S 0.816
4 S 0.531
5 H 0.019
6 H 0.043

***

No. 2
A molecular structure, C6H12IO12S3Ti at a distorted geometry. Source: OMol25; level of theory: the ωB97M-V functional and the def2-TZVPD basis.

Cartesian coordinates (Å):
Ti (1.0929, -0.6669, 1.6646)
I (3.9103, -1.0110, 0.7189)
C (-1.5107, -6.0682, 1.5856)
C (-0.5712, -6.1260, 2.6959)
O (-0.1182, -4.8017, 2.7678)
S (0.2351, -4.2512, 1.2544)
O (1.5162, -4.8434, 0.7530)
O (-0.0988, -2.8225, 1.0621)
O (-1.0364, -5.1297, 0.6889)
H (-2.4444, -5.5953, 1.8900)
H (-1.7006, -6.9799, 1.0192)
H (0.2110, -6.8288, 2.4092)
H (-1.0547, -6.4433, 3.6199)
C (-1.7222, 2.4413, -2.5522)
C (-2.2456, 2.7628, -1.1908)
O (-2.1180, 1.6351, -0.3636)
S (-1.4241, 0.3652, -1.2314)
O (-2.5154, -0.3878, -1.8390)
O (-0.4020, -0.3657, -0.4257)
O (-0.7907, 1.4319, -2.2941)
H (-1.2578, 3.1975, -3.1852)
H (-2.5627, 1.9796, -3.0705)
H (-3.2807, 3.0110, -1.4257)
H (-1.6714, 3.5835, -0.7609)
C (2.2231, 3.8776, -1.4539)
C (1.4553, 4.8430, -0.5744)
O (1.1152, 4.0876, 0.5887)
S (2.1863, 2.8506, 0.8325)
O (1.3493, 1.6144, 0.7960)
O (3.0278, 3.1036, 2.0312)
O (3.0360, 3.2183, -0.5588)
H (2.9631, 4.2362, -2.1695)
H (1.4835, 3.1854, -1.8565)
H (0.5868, 5.2381, -1.1013)
H (2.1336, 5.6588, -0.3244)

Results
- charge = +1
- spin multiplicity = 5
- largest force on an atom (eV/Å) = 4.67
- orbital gap (alpha / beta) (eV) = 6.3 / 6.7
- LUMO (alpha / beta) (eV) = -2.67 / -6.64
- highest occupied orbital energy (alpha / beta) (Ha) = -0.3309 / -0.4905

Löwdin atomic charge list, values in e, 6 entries:
1 Ti 0.427
2 I 0.482
3 C -0.219
4 C -0.197
5 O -0.180
6 S 0.800

***

No. 3
2 unconnected molecules or ions with the total composition C5H8N2. Source: OMol25; level of theory: the ωB97M-V functional and the def2-TZVPD basis.

Cartesian coordinates (Å):
C (2.1184, 0.0952, 0.4578)
N (0.8552, -0.1212, 0.3546)
C (0.3005, -1.4682, 0.3746)
C (-1.0193, -1.3021, 0.3017)
C (-1.2698, 0.1536, 0.1356)
N (-2.5571, 0.6461, -0.0550)
C (-0.1323, 0.9077, 0.1947)
H (1.8279, 1.7294, -1.4990)
H (2.4565, 1.1171, 0.5679)
H (2.8240, -0.7277, 0.4259)
H (0.9361, -2.3235, 0.5565)
H (-1.7694, -2.0837, 0.3512)
H (-3.1801, 0.0314, -0.5624)
H (-2.5414, 1.5765, -0.4570)
H (1.1509, 1.7692, -1.1471)

Results
- charge = 0
- largest force on an atom (eV/Å) = 0.52
- orbital gap (alpha / beta) (eV) = 6.8 / 6.8
- relative energy (zero: lowest compared OMol25 entry of this formula, charge and spin) (kcal/mol) = 116.2
- LUMO (alpha / beta) (eV) = -0.55 / -0.55
- highest occupied orbital energy (alpha / beta) (Ha) = -0.2708 / -0.2708

Löwdin atomic charge list, values in e, 6 entries:
1 C 0.083
2 N -0.208
3 C -0.062
4 C -0.006
5 C -0.381
6 N 0.080

***

No. 4
2 unconnected molecules or ions with the total composition C2H4N2S2 at a distorted geometry. Source: OMol25; level of theory: the ωB97M-V functional and the def2-TZVPD basis.

Cartesian coordinates (Å):
C (0.3637, 1.3195, -0.4322)
C (0.4980, -0.8032, -0.4622)
N (1.1539, 0.2902, -0.3323)
N (-0.8339, -0.8444, -0.6628)
S (-1.2885, 0.8845, -0.7596)
S (-1.9093, -1.9804, -0.7466)
H (0.6780, 2.3040, -0.3292)
H (0.2281, 0.2798, 1.6895)
H (0.9677, -1.8582, -0.4108)
H (0.1422, 0.4084, 2.4461)

Results
- charge = 0
- largest force on an atom (eV/Å) = 6.27
- orbital gap (alpha / beta) (eV) = 7.1 / 7.2
- relative energy (zero: lowest compared OMol25 entry of this formula, charge and spin) (kcal/mol) = 83.2
- LUMO (alpha / beta) (eV) = -0.77 / -0.77
- highest occupied orbital energy (alpha / beta) (Ha) = -0.2912 / -0.2912

Löwdin atomic charge list, values in e, 6 entries:
1 C -0.468
2 C -0.380
3 N -0.015
4 N -0.957
5 S 0.991
6 S 0.508

***

No. 5
2 unconnected molecules or ions with the total composition C5H13NO. Source: OMol25; level of theory: the ωB97M-V functional and the def2-TZVPD basis.

Cartesian coordinates (Å):
C (2.2044, 1.1015, 0.5746)
C (1.5099, 0.1576, 1.5480)
C (0.2230, -0.4417, 1.0702)
C (-0.4718, 0.0329, 0.0433)
N (-1.8014, -0.3285, -0.1756)
C (-2.7757, -0.4903, 0.8817)
H (1.5656, 1.9665, 0.3772)
H (3.1035, 1.5097, 1.0375)
H (2.4830, 0.6413, -0.3706)
H (1.2927, 0.7190, 2.4640)
H (2.2036, -0.6115, 1.8841)
H (-0.1176, -1.3360, 1.5718)
H (-0.0748, 0.8192, -0.5876)
H (-2.1792, -0.3594, -1.1040)
H (-3.6646, 0.1155, 0.6777)
H (-2.3146, -0.1544, 1.8058)
H (-3.0809, -1.5304, 1.0182)
H (0.3898, -0.2594, -2.3647)
H (0.5403, 0.1622, -3.8035)
O (1.0646, -0.0478, -3.0235)

Results
- charge = 0
- largest force on an atom (eV/Å) = 0.84
- orbital gap (eV) = 8.6
- SMILES string = CC/C=C/NC.O
- relative energy (zero: lowest compared OMol25 entry of this formula, charge and spin) (kcal/mol) = 37.2
- LUMO (eV) = 0.81
- highest occupied orbital energy (Ha) = -0.2879

Löwdin atomic charge list, values in e, 6 entries:
1 C -0.120
2 C -0.269
3 C -0.118
4 C -0.197
5 N -0.108
6 C -0.118

***

No. 6
A molecular structure, C31H33CaN8PS. Source: OMol25; level of theory: the ωB97M-V functional and the def2-TZVPD basis.

Cartesian coordinates (Å):
Ca (-0.5952, -0.2214, 0.3718)
N (-1.7234, 2.9301, 3.4890)
C (-1.3813, 1.7468, 2.9317)
S (-2.5965, 0.8948, 2.0450)
N (-0.1505, 1.3495, 3.2495)
N (0.3284, 0.3531, 2.4813)
C (1.2720, -0.3634, 2.9694)
C (1.9169, -1.3765, 2.1186)
C (2.8662, -2.2454, 2.6517)
C (3.4655, -3.1827, 1.8327)
C (3.1302, -3.2228, 0.4860)
C (2.1916, -2.3182, 0.0294)
N (1.5791, -1.4276, 0.8154)
H (-2.6964, 3.1707, 3.5379)
H (-1.0733, 3.3542, 4.1293)
H (1.6142, -0.2176, 3.9900)
H (3.1213, -2.1711, 3.7015)
H (4.1995, -3.8702, 2.2346)
H (3.5894, -3.9288, -0.1926)
H (1.9304, -2.2799, -1.0231)
C (-0.0142, 7.1007, -0.8618)
C (1.1946, 6.4616, -1.1002)
C (1.3088, 5.0886, -0.9170)
C (0.2146, 4.3454, -0.4842)
C (-0.9935, 4.9978, -0.2308)
C (-1.1098, 6.3666, -0.4253)
P (0.2035, 2.5295, -0.3099)
C (1.9857, 2.0853, -0.2682)
C (2.5627, 1.2136, -1.1897)
C (3.8741, 0.7754, -1.0260)
C (4.6235, 1.2041, 0.0582)
C (4.0575, 2.0772, 0.9841)
C (2.7489, 2.5045, 0.8265)
C (-0.3634, 1.8731, -1.9256)
C (-0.3311, 2.6351, -3.0937)
C (-0.8531, 2.1136, -4.2680)
C (-1.4011, 0.8356, -4.2582)
C (-1.4039, 0.0900, -3.0848)
C (-0.8995, 0.5608, -1.8575)
H (-0.1028, 8.1690, -1.0159)
H (2.0522, 7.0317, -1.4374)
H (2.2532, 4.5948, -1.1141)
H (-1.8431, 4.4219, 0.1197)
H (-2.0535, 6.8615, -0.2315)
H (1.9815, 0.8792, -2.0407)
H (4.3111, 0.1019, -1.7541)
H (5.6438, 0.8629, 0.1851)
H (4.6368, 2.4167, 1.8347)
H (2.3028, 3.1589, 1.5686)
H (0.0911, 3.6360, -3.0944)
H (-0.8399, 2.7006, -5.1781)
H (-1.8296, 0.4256, -5.1670)
H (-1.8494, -0.9022, -3.1454)
C (-1.3139, -3.5462, 1.3917)
N (-1.6643, -2.5935, 0.3143)
C (-1.2454, -3.1934, -0.9773)
N (-1.8784, -4.4867, -1.2139)
C (-1.5214, -5.3789, -0.1042)
N (-1.9456, -4.8475, 1.1964)
C (-3.4018, -4.6477, 1.1516)
N (-3.8038, -3.7356, 0.0749)
C (-3.1421, -2.4539, 0.2914)
C (-3.3346, -4.2932, -1.1981)
H (-1.6421, -3.1269, 2.3439)
H (-0.2289, -3.6686, 1.4154)
H (-0.1641, -3.3325, -0.9603)
H (-1.4987, -2.5057, -1.7840)
H (-0.4386, -5.5174, -0.0946)
H (-1.9965, -6.3477, -0.2612)
H (-3.7338, -4.2394, 2.1069)
H (-3.8842, -5.6130, 0.9959)
H (-3.4626, -2.0313, 1.2435)
H (-3.4143, -1.7600, -0.5065)
H (-3.6111, -3.6158, -2.0074)
H (-3.8204, -5.2552, -1.3646)

Results
- charge = 0
- largest force on an atom (eV/Å) = 0.86
- orbital gap (eV) = 7.2
- LUMO (eV) = -0.35
- highest occupied orbital energy (Ha) = -0.2764

Löwdin atomic charge list, values in e, 6 entries:
1 Ca 1.029
2 N 0.064
3 C -0.942
4 S 0.460
5 N -0.037
6 N -0.162

***

No. 7
A molecular structure, C6H8I3O3S at a distorted geometry. Source: OMol25; level of theory: the ωB97M-V functional and the def2-TZVPD basis.

Cartesian coordinates (Å):
C (0.2306, 0.7830, 0.8892)
C (1.9470, -0.5842, 0.2955)
C (-1.8939, -0.4420, -0.1049)
C (1.4608, 0.8516, -0.0285)
C (-0.4631, -0.5457, 0.5214)
C (0.7592, -1.4442, -0.1329)
O (-2.9884, 0.6278, -2.2835)
O (-1.5781, 2.0585, -0.8451)
O (-0.4455, 0.4192, -2.1224)
S (-1.7508, 0.7957, -1.5099)
I (2.9853, 2.1008, 0.8138)
I (-3.1215, 0.5965, 1.2982)
I (0.7401, -3.4838, 0.4916)
H (0.4338, 0.8257, 2.0094)
H (-0.3938, 1.5805, 0.6144)
H (2.9600, -0.6876, -0.2333)
H (2.1430, -0.7194, 1.4758)
H (-2.4654, -1.3037, -0.4311)
H (1.3644, 1.0148, -1.0086)
H (-0.7664, -1.1453, 1.5203)
H (0.8430, -1.2982, -1.2295)

Results
- charge = -1
- largest force on an atom (eV/Å) = 7.12
- orbital gap (eV) = 8.1
- relative energy (zero: lowest compared OMol25 entry of this formula, charge and spin) (kcal/mol) = 17.9
- LUMO (eV) = 2.35
- highest occupied orbital energy (Ha) = -0.2096

Löwdin atomic charge list, values in e, 6 entries:
1 C -0.300
2 C -0.393
3 C -0.694
4 C -0.699
5 C -0.436
6 C -0.730

***

No. 8
A molecular structure, C30H68CdF6NO19S2 at a distorted geometry. Source: OMol25; level of theory: the ωB97M-V functional and the def2-TZVPD basis.

Cartesian coordinates (Å):
Cd (-0.9060, -17.5329, -17.6831)
C (1.8289, -20.7451, -17.5484)
C (0.7312, -19.8123, -17.9880)
C (-0.6360, -20.3818, -18.6677)
O (-1.4897, -19.5044, -18.8406)
C (-0.7729, -21.8890, -18.8287)
C (0.3448, -22.5720, -18.5757)
C (1.6359, -22.0448, -17.8495)
O (2.6503, -22.7906, -17.5193)
O (0.3784, -23.7252, -19.0955)
O (0.7905, -18.6388, -17.6592)
H (2.7501, -20.3150, -17.1838)
H (-1.5756, -22.3397, -19.3936)
C (-1.4527, -13.4315, -16.3914)
F (-0.7107, -13.1924, -17.4359)
F (-1.4949, -12.2902, -15.6313)
F (-2.7180, -13.7333, -16.7086)
S (-0.7403, -14.9632, -15.3769)
O (0.1453, -14.3964, -14.3406)
O (-1.8304, -15.7338, -14.8366)
N (-0.0484, -16.0606, -16.6071)
S (1.3584, -15.6068, -16.8195)
O (1.8622, -16.1529, -18.1118)
O (1.6710, -14.2032, -16.6622)
C (2.4248, -16.5640, -15.5186)
F (1.6411, -16.9452, -14.5208)
F (2.9739, -17.5844, -16.1904)
F (3.3076, -15.7238, -15.1100)
C (0.7403, -13.2768, -20.3624)
C (-0.6727, -13.5201, -20.9419)
O (-1.4096, -14.2049, -20.0802)
H (0.6411, -12.9969, -19.3136)
H (1.1083, -12.4853, -21.0152)
H (1.2690, -14.2225, -20.4818)
H (-0.6496, -14.1440, -21.8353)
H (-1.2594, -12.6150, -21.0988)
H (-2.2960, -14.1064, -20.4354)
C (5.1163, -15.7202, -19.5817)
C (4.4841, -16.9966, -20.1658)
O (4.2259, -17.9276, -19.1449)
H (5.7089, -15.1285, -20.2794)
H (5.8895, -15.8652, -18.8272)
H (4.2976, -15.1461, -19.1479)
H (5.1263, -17.5713, -20.8332)
H (3.6407, -16.6567, -20.7667)
H (3.4802, -17.6643, -18.6007)
C (-4.6849, -10.9789, -15.7106)
C (-5.5972, -11.0998, -14.4840)
O (-6.0763, -12.4105, -14.3374)
H (-3.9944, -11.8194, -15.6410)
H (-4.1470, -10.0330, -15.6471)
H (-5.1884, -10.9675, -16.6773)
H (-6.4518, -10.4365, -14.6172)
H (-5.0838, -10.8214, -13.5637)
H (-6.3675, -12.6596, -15.2176)
C (0.2287, -18.4024, -21.2643)
C (0.2834, -16.9962, -20.7689)
O (-0.7132, -16.8470, -19.7023)
H (0.7073, -18.5435, -22.2334)
H (-0.7880, -18.7856, -21.3518)
H (0.7005, -19.0496, -20.5250)
H (0.0842, -16.2836, -21.5693)
H (1.3027, -16.6498, -20.5982)
H (-0.9350, -15.9305, -19.8824)
C (-5.1205, -16.2088, -17.7886)
C (-3.7663, -16.0786, -18.5401)
O (-2.7895, -16.7187, -17.6500)
H (-5.1748, -17.2793, -17.5910)
H (-5.9151, -15.8797, -18.4582)
H (-5.0280, -15.6629, -16.8497)
H (-3.5741, -15.0093, -18.6289)
H (-3.8351, -16.3946, -19.5810)
H (-2.9566, -16.2509, -16.8286)
C (-1.4626, -8.8305, -15.1379)
C (-1.9442, -9.1790, -13.7690)
O (-2.0233, -8.0166, -12.9559)
H (-2.3034, -8.3190, -15.6065)
H (-1.0648, -9.7101, -15.6440)
H (-0.5676, -8.2146, -15.0499)
H (-1.2024, -9.7939, -13.2594)
H (-2.8302, -9.8139, -13.7666)
H (-2.6282, -8.0778, -12.2130)
C (5.7672, -13.9156, -13.1398)
C (6.6072, -12.8175, -13.4901)
O (7.8807, -12.9225, -12.9616)
H (4.7625, -13.8992, -13.5623)
H (5.7588, -13.9817, -12.0519)
H (6.1991, -14.8790, -13.4109)
H (6.2401, -11.8526, -13.1404)
H (6.6870, -12.7038, -14.5712)
H (7.8813, -12.4462, -12.1280)
C (-0.9162, -20.2018, -14.6455)
C (-1.2466, -18.7182, -14.9579)
O (-1.9273, -18.7038, -16.2148)
H (-0.0826, -20.6769, -15.1626)
H (-1.7600, -20.8909, -14.6097)
H (-0.5890, -20.2483, -13.6068)
H (-0.2482, -18.3047, -14.8150)
H (-1.9656, -18.3475, -14.2274)
H (-2.7968, -19.1096, -16.2483)
C (0.0531, -17.8705, -11.0889)
C (-0.3757, -16.3717, -11.4274)
O (-1.2322, -15.9806, -10.3911)
H (0.8256, -18.1148, -11.8180)
H (-0.6916, -18.6590, -11.1975)
H (0.4421, -17.9940, -10.0782)
H (-0.9773, -16.2589, -12.3294)
H (0.5007, -15.7373, -11.5594)
H (-0.8322, -16.1561, -9.5363)
C (2.4872, -12.6404, -12.0343)
C (1.5334, -12.0004, -13.0186)
O (2.0958, -12.2342, -14.3553)
H (3.4799, -12.2388, -12.2377)
H (2.6473, -13.6910, -12.2767)
H (2.3067, -12.4419, -10.9778)
H (1.3976, -10.9370, -12.8211)
H (0.5239, -12.3937, -12.8995)
H (1.7055, -13.0533, -14.6688)
C (-3.8622, -14.1198, -12.2941)
C (-2.8486, -13.0495, -11.9408)
O (-2.1790, -13.3083, -10.7624)
H (-4.3799, -13.7867, -13.1937)
H (-4.6357, -14.1648, -11.5275)
H (-3.3460, -15.0588, -12.4938)
H (-3.4094, -12.1285, -11.7817)
H (-2.0837, -13.0237, -12.7169)
H (-2.0892, -14.2590, -10.6643)

Results
- charge = 0
- spin multiplicity = 2
- largest force on an atom (eV/Å) = 9.25
- orbital gap (alpha / beta) (eV) = 8.1 / 5.2
- LUMO (alpha / beta) (eV) = -0.78 / -2.81
- highest occupied orbital energy (alpha / beta) (Ha) = -0.3279 / -0.2935

Löwdin atomic charge list, values in e, 6 entries:
1 Cd 1.386
2 C 0.110
3 C -0.257
4 C -0.288
5 O -0.078
6 C 0.071